(1)
This record from the OMol25 dataset describes a cluster of 19 separate species, C2H40O20 in total at a distorted geometry. The level of theory is ωB97M-V with the def2-TZVPD basis set.

The HOMO energy is -3.3256 eV. For the energy relative to the best compared isomer or geometry (same formula, charge and spin), the calculation gives 11.9 kcal/mol. The orbital gap comes out at 7.9 eV. As for the net charge: -2. As for the lowest unoccupied orbital energy: 4.5755 eV. The multiplicity is 1.

Last column: Mulliken charge in e.
Positions of all 62 atoms, in Å:
1 O -1.6226 0.7042 -0.9392  0.201
2 C -0.5485 0.6581 0.0002  0.095
3 C 0.3677 -0.4993 -0.3621  2.421
4 O 1.4594 -0.6783 0.4465  -0.547
5 H -0.9617 0.5031 0.9447  -0.086
6 H -0.0661 1.6541 -0.0913  -1.388
7 H 0.6464 -0.3580 -1.4104  -1.533
8 H -0.1630 -1.4077 -0.2561  1.033
9 O 2.4733 -3.0361 -0.6451  -0.871
10 H 2.8529 -2.9402 -1.5122  0.323
11 H 2.1081 -2.1708 -0.4692  0.373
12 O 0.2538 0.6900 3.2280  -0.704
13 H 1.0569 0.5825 3.7144  0.285
14 H 0.2525 0.1772 2.4289  0.404
15 O 2.1846 -1.2978 -3.2466  -0.754
16 H 1.3731 -0.8108 -3.0684  0.269
17 H 2.8953 -1.0206 -2.6059  0.371
18 O 2.0991 2.3182 -1.1780  -0.671
19 H 2.4959 1.5517 -1.5180  0.384
20 H 1.6424 2.0760 -0.3601  0.102
21 O -2.3708 -0.1345 3.8838  -0.692
22 H -1.5452 0.2544 3.6107  0.326
23 H -2.2298 -1.0624 3.7075  0.298
24 O -1.7569 -1.7065 -1.9843  -0.867
25 H -1.4961 -0.8658 -1.5653  0.047
26 H -0.9663 -2.2647 -1.8736  0.591
27 O 3.5691 -0.1390 -1.0620  -0.792
28 H 4.2952 -0.5016 -0.5889  0.229
29 H 2.7957 -0.4379 -0.5242  0.333
30 O -1.6693 3.2265 -1.5227  -0.830
31 H -1.5482 2.3118 -1.1870  0.111
32 H -2.2668 3.8136 -1.0481  0.290
33 O -0.6182 4.1983 1.0175  -0.756
34 H -0.7246 3.6434 0.2589  0.474
35 H 0.2309 3.9255 1.4616  0.328
36 O 3.5433 -2.2130 2.1733  -0.651
37 H 2.5905 -2.2332 2.0461  0.314
38 H 3.7886 -3.1048 2.0671  0.255
39 O -2.8812 -1.6101 0.5991  -0.762
40 H -2.5890 -1.9244 -0.2510  0.531
41 H -2.1690 -1.0370 0.8711  0.194
42 O -2.0818 2.8604 2.8458  -0.748
43 H -1.7297 3.2979 2.0285  0.534
44 H -2.3480 2.1260 2.3144  0.270
45 O -0.1553 1.3137 -3.3917  -0.743
46 H -0.4173 0.6687 -4.0175  0.322
47 H -0.5096 1.0224 -2.5316  0.314
48 O -3.6527 0.8623 -2.6333  -0.730
49 H -4.2126 0.4206 -2.0097  0.281
50 H -2.8112 0.9274 -2.1493  0.487
51 O 0.4791 -2.5821 2.1412  -0.783
52 H 0.3000 -3.4517 1.7666  0.303
53 H 0.4633 -1.9264 1.4440  0.217
54 O -3.5868 1.3840 0.8768  -0.787
55 H -2.8092 1.1469 0.3805  0.138
56 H -3.9394 0.5076 1.0448  0.357
57 O 3.1745 0.7986 1.7317  -0.732
58 H 2.9183 1.7430 1.7095  0.314
59 H 2.4585 0.4027 1.2340  0.400
60 O 0.1816 -3.4749 -1.9134  -0.772
61 H 0.5873 -3.4034 -2.7948  0.299
62 H 0.9095 -3.4776 -1.2663  0.379

(2)
This record from the OMol25 dataset describes a cluster of 2 separate species, C3H5Cl in total at a distorted geometry. The level of theory is ωB97M-V with the def2-TZVPD basis set.

The HOMO energy (spin up / spin down) is -6.5871 / -10.0364 eV. For the energy relative to the best compared isomer or geometry (same formula, charge and spin), the calculation gives 41.0 kcal/mol. The orbital gap (spin up / spin down) comes out at 7.6 / 8.2 eV. As for the lowest unoccupied orbital energy (spin up / spin down): 0.9958 / -1.8437 eV. The multiplicity is 3.

Last column: Mulliken charge in e.
Positions of all 9 atoms, in Å:
1 C -0.7016 -0.2387 1.4067  -0.540
2 C 0.1111 -0.6354 0.5459  0.240
3 C 0.3369 0.6084 -1.3588  -1.099
4 Cl 1.3192 -1.8139 0.5910  -0.146
5 H -0.8984 -0.6841 2.3561  0.331
6 H -1.4366 0.5353 0.9715  0.145
7 H -0.6101 0.9732 -1.2424  0.391
8 H 1.1437 1.2214 -1.0073  0.357
9 H 0.7359 0.0338 -2.2625  0.320

(3)
This record from the OMol25 dataset describes a cluster of 7 separate species, C30H30Cl2F40O6 in total at a distorted geometry. The level of theory is ωB97M-V with the def2-TZVPD basis set.

The HOMO energy (spin up / spin down) is -13.6250 / -13.6234 eV. The orbital gap (spin up / spin down) comes out at 11.1 / 4.5 eV. As for the net charge: +1. As for the lowest unoccupied orbital energy (spin up / spin down): -2.4876 / -9.0764 eV. The multiplicity is 2.

Last column: Mulliken charge in e.
Positions of all 108 atoms, in Å:
1 C -0.7226 0.4242 -0.8255  0.133
2 C -0.2053 1.9142 -0.8482  0.645
3 C 0.8315 2.1034 -1.9887  1.146
4 F 0.4821 1.9056 -3.2555  -0.226
5 F 1.4912 3.2850 -1.9410  -0.293
6 F -1.2956 2.7554 -0.9017  -0.291
7 F 0.3979 2.1509 0.2930  -0.291
8 O -1.3373 0.1115 -2.0816  0.113
9 C -1.1591 -1.2322 -2.5471  0.668
10 C -1.9933 -1.4596 -3.8523  0.086
11 F -1.6354 -0.5529 -4.8008  -0.244
12 F -2.1272 -2.6593 -4.3794  -0.262
13 F 0.1493 -1.5471 -2.7662  -0.181
14 F -1.6021 -2.0453 -1.5921  -0.231
15 H -1.3250 0.2525 0.0666  0.328
16 H 0.1666 -0.1864 -0.6687  -0.665
17 H 1.5579 1.3157 -1.7893  -0.643
18 H -3.0180 -1.1243 -3.6920  0.097
19 C 1.1759 -0.3480 4.1006  -0.144
20 C 1.7616 -0.3734 5.5103  0.853
21 C 2.8213 -1.4722 5.5915  0.263
22 F 3.7197 -1.4198 4.5715  -0.254
23 F 3.5981 -1.3568 6.6992  -0.294
24 F 2.2204 0.8573 5.7337  -0.317
25 F 0.7254 -0.5564 6.2985  -0.302
26 O 0.7156 -1.6346 3.6203  -0.465
27 C -0.3716 -1.6606 2.6889  0.449
28 C -0.6918 -3.1476 2.4761  0.044
29 F -1.6661 -3.3197 1.5632  -0.259
30 F 0.3545 -3.8541 2.0406  -0.099
31 F -1.3853 -0.9761 3.1648  -0.191
32 F 0.0814 -1.1064 1.5881  0.117
33 H 1.9454 0.0587 3.4444  0.187
34 H 0.3708 0.3851 4.0525  -0.124
35 H 2.3167 -2.4379 5.6225  0.233
36 H -1.0161 -3.6134 3.4067  0.237
37 C 1.4161 -6.8443 -0.1175  -0.831
38 C 2.6436 -6.5448 0.7621  0.989
39 C 3.9573 -6.6863 0.0352  0.273
40 F 5.0442 -6.4881 0.7976  -0.272
41 F 4.1287 -7.8975 -0.5340  -0.310
42 F 2.6226 -5.2934 1.1770  -0.212
43 F 2.5661 -7.3574 1.7920  -0.322
44 O 1.6129 -6.2028 -1.4052  -0.421
45 C 0.8996 -5.0110 -1.7202  0.664
46 C 1.4145 -4.5060 -3.0960  0.606
47 F 2.7012 -4.1418 -3.0624  -0.265
48 F 1.2671 -5.3404 -4.1472  -0.279
49 F -0.3840 -5.4020 -1.7456  -0.282
50 F 1.0867 -4.1689 -0.7292  0.118
51 H 0.5296 -6.4758 0.3987  0.311
52 H 1.2759 -7.9100 -0.2982  0.474
53 H 3.9969 -5.9896 -0.8021  0.068
54 H 0.8845 -3.5961 -3.3774  -0.271
55 C -1.0582 4.7504 2.6053  -0.800
56 C -0.9068 3.4350 3.4007  1.041
57 C -2.1379 2.5262 3.3350  -0.030
58 F -2.3908 1.9653 2.1325  -0.065
59 F -2.0839 1.5240 4.2266  -0.278
60 F 0.1435 2.7602 2.9147  -0.224
61 F -0.6883 3.7054 4.6694  -0.321
62 O -2.2698 5.4756 3.0329  -0.439
63 C -2.7292 6.4236 2.0697  0.870
64 C -3.8882 7.1407 2.7712  0.259
65 F -3.5306 7.6800 3.8955  -0.244
66 F -4.4362 8.1401 2.0546  -0.269
67 F -1.6333 7.1600 1.8278  -0.303
68 F -3.1156 5.7952 0.9940  -0.239
69 H -1.1604 4.5473 1.5393  0.168
70 H -0.1451 5.3398 2.6888  0.469
71 H -3.0579 3.0476 3.5993  0.290
72 H -4.6377 6.4285 3.1165  0.212
73 C -5.5012 1.4559 -2.5486  -1.001
74 C -5.2262 0.4907 -1.4440  0.998
75 C -4.6041 1.1836 -0.2533  0.914
76 F -5.1971 2.2876 0.1339  -0.322
77 F -4.4075 0.4177 0.8714  -0.272
78 F -6.4205 -0.0138 -1.1269  -0.372
79 F -4.4706 -0.4886 -1.8565  -0.176
80 O -4.2828 2.1574 -2.9335  -0.224
81 C -4.1112 2.2608 -4.3487  0.649
82 C -2.8991 3.1580 -4.5391  0.822
83 F -2.5413 3.3308 -5.7830  -0.281
84 F -3.0739 4.3276 -3.9395  -0.250
85 F -3.8051 1.0356 -4.8335  -0.263
86 F -5.2026 2.7137 -4.9644  -0.275
87 H -6.2835 2.1427 -2.2253  0.342
88 H -5.9725 0.9298 -3.3788  0.491
89 H -3.6346 1.4995 -0.6385  -0.422
90 H -2.0345 2.7198 -4.0405  -0.289
91 C 4.7872 -1.0064 -0.1808  -0.615
92 C 4.8210 -1.5877 -1.5750  -0.383
93 C 3.5296 -0.9343 -2.2220  -0.296
94 O 2.6557 -0.9171 -1.1111  0.036
95 C 3.2704 -1.0531 0.1401  0.018
96 H 5.2207 -0.0066 -0.2059  0.280
97 H 5.4814 -1.4628 0.5248  0.495
98 H 4.6705 -2.6643 -1.4958  0.064
99 H 5.7872 -1.5341 -2.0766  0.516
100 H 3.0503 -1.4779 -3.0362  0.303
101 H 3.7987 0.0491 -2.6077  0.271
102 H 2.9004 -2.0005 0.5321  0.315
103 H 2.9720 -0.1881 0.7324  -0.035
104 C 4.5617 4.4354 -1.7184  -0.248
105 Cl 5.7614 5.2100 -2.8233  -0.139
106 Cl 4.7267 2.6617 -1.7793  -0.140
107 H 4.8785 4.7438 -0.7221  0.330
108 H 3.5259 4.6997 -1.9311  0.198

(4)
This record from the OMol25 dataset describes the molecule C5H10O at a distorted geometry. The level of theory is ωB97M-V with the def2-TZVPD basis set.

The HOMO energy is -8.4796 eV. For the energy relative to the best compared isomer or geometry (same formula, charge and spin), the calculation gives 85.0 kcal/mol. The orbital gap comes out at 9.0 eV. As for the lowest unoccupied orbital energy: 0.5308 eV. The multiplicity is 1.

Last column: Mulliken charge in e.
Positions of all 16 atoms, in Å:
1 C -0.6810 1.4193 -0.9076  -1.468
2 C -0.5123 0.1923 -0.0187  0.780
3 C -1.3971 -0.9720 -0.4412  -1.404
4 C 0.9515 -0.1700 -0.0107  -0.815
5 C 2.2871 -0.9031 1.6841  -0.296
6 O 1.1779 -1.1412 1.0363  -0.061
7 H -0.0572 2.2522 -0.5612  0.382
8 H -1.7207 1.7536 -0.9138  0.385
9 H -0.3913 1.1881 -1.9397  0.339
10 H -0.7540 0.4602 1.0197  0.152
11 H -2.4526 -0.6865 -0.3964  0.378
12 H -1.2459 -1.8351 0.2143  0.361
13 H -1.1690 -1.2743 -1.4702  0.319
14 H 1.3599 -0.5133 -0.9704  0.260
15 H 2.9974 -0.4828 0.9118  0.147
16 H 1.5116 0.6976 0.3344  0.543

(5)
This record from the OMol25 dataset describes a structure of composition C29H47N2PPtSSi2Te at a distorted geometry. The level of theory is ωB97M-V with the def2-TZVPD basis set.

The HOMO energy (spin up / spin down) is -5.9414 / -7.6572 eV. For the energy relative to the best compared isomer or geometry (same formula, charge and spin), the calculation gives 49.0 kcal/mol. The orbital gap (spin up / spin down) comes out at 6.1 / 7.0 eV. As for the lowest unoccupied orbital energy (spin up / spin down): 0.1375 / -0.6690 eV. The multiplicity is 3.

Last column: Mulliken charge in e.
Positions of all 84 atoms, in Å:
1 Pt -0.3103 -0.1276 0.9608  0.548
2 C -1.6290 -0.1066 -0.5439  -0.281
3 C -2.2228 -0.1252 -1.6134  0.154
4 C -2.8309 -0.0911 -2.8643  -0.327
5 C -2.7508 1.1655 -3.5816  0.202
6 C -2.8537 2.3779 -2.8876  -0.329
7 C -2.7673 3.5879 -3.5416  -0.631
8 C -2.5492 3.6225 -4.9112  -0.468
9 C -2.4164 2.4337 -5.6119  -0.726
10 C -2.5162 1.2220 -4.9616  -0.210
11 C -3.4555 -1.2614 -3.4045  0.560
12 C -4.3705 -1.1824 -4.4697  -0.511
13 C -4.9893 -2.3122 -4.9526  -0.727
14 C -4.7298 -3.5551 -4.3936  -0.452
15 C -3.8477 -3.6524 -3.3274  -0.739
16 C -3.2212 -2.5282 -2.8378  -0.383
17 H -3.0387 2.3392 -1.8257  0.475
18 H -2.8847 4.5113 -2.9900  0.429
19 H -2.4799 4.5676 -5.4276  0.393
20 H -2.2262 2.4576 -6.6760  0.387
21 H -2.3694 0.3098 -5.5195  0.591
22 H -4.6186 -0.2195 -4.8917  0.505
23 H -5.6939 -2.2222 -5.7674  0.381
24 H -5.2084 -4.4374 -4.7906  0.386
25 H -3.6416 -4.6192 -2.8873  0.409
26 H -2.5092 -2.6062 -2.0279  0.472
27 S 0.5927 -2.6307 0.5488  -0.312
28 C -0.7947 -2.1756 1.4674  -0.478
29 N -2.0346 -2.6714 1.1210  0.003
30 C -2.9655 -2.5381 2.2214  -0.471
31 C -2.0266 -2.5232 3.4329  -0.743
32 N -0.7774 -2.0388 2.8671  0.192
33 H -2.3608 -2.5112 0.1793  0.132
34 H -3.6466 -3.3917 2.2245  0.385
35 H -3.5547 -1.6144 2.1650  0.220
36 H -1.9224 -3.5283 3.8598  0.385
37 H -2.3757 -1.8481 4.2198  0.358
38 H 0.0789 -2.3231 3.3291  0.008
39 C 0.0683 3.9033 2.0150  -1.274
40 P -0.7047 2.2740 1.5688  0.472
41 C -1.2961 1.7782 3.2455  -1.119
42 C -2.2723 2.8865 0.8393  -1.282
43 H -0.6077 4.4976 2.6268  0.444
44 H 0.2978 4.4438 1.1008  0.346
45 H 0.9947 3.7320 2.5565  0.277
46 H -1.9557 2.5296 3.6764  0.461
47 H -0.4391 1.6282 3.9023  0.318
48 H -1.8309 0.8315 3.1452  0.212
49 H -2.7987 3.5451 1.5299  0.576
50 H -2.8950 2.0288 0.5915  0.362
51 H -2.0398 3.4282 -0.0740  0.276
52 C 4.6683 1.7673 -1.7649  -1.144
53 Si 3.3486 2.0814 -0.4210  0.240
54 C 1.8723 3.0189 -1.1838  -0.610
55 C 4.1626 3.0855 0.9885  -1.031
56 C 2.7832 0.4236 0.3203  -0.416
57 Te 1.9087 0.5261 2.3055  -0.102
58 C 3.4348 -0.6656 3.2908  -0.921
59 Si 3.7833 -2.5050 2.8851  0.386
60 C 2.3577 -3.6286 3.4672  -0.948
61 C 4.1653 -2.8293 1.0511  -0.960
62 C 5.3220 -2.8908 3.9445  -1.134
63 H 5.0204 2.7042 -2.1804  0.325
64 H 4.2709 1.1754 -2.5815  0.350
65 H 5.5316 1.2452 -1.3680  0.313
66 H 1.9794 4.0947 -1.0769  0.361
67 H 0.9292 2.7237 -0.7260  -0.201
68 H 1.7902 2.8048 -2.2449  0.372
69 H 4.4639 4.0753 0.6585  0.357
70 H 5.0507 2.5770 1.3526  0.319
71 H 3.4829 3.2056 1.8305  0.258
72 H 3.6144 -0.2639 0.4244  0.000
73 H 2.0486 -0.0542 -0.3326  0.510
74 H 3.1881 -0.5814 4.3501  0.570
75 H 4.3469 -0.0879 3.1482  0.436
76 H 1.6065 -3.7186 2.6891  0.184
77 H 1.8894 -3.2743 4.3812  0.318
78 H 2.7327 -4.6286 3.6616  0.423
79 H 3.2836 -2.6845 0.4368  0.261
80 H 4.4867 -3.8566 0.9134  0.365
81 H 4.9572 -2.1882 0.6746  0.327
82 H 5.1286 -2.7068 4.9960  0.322
83 H 6.1675 -2.2764 3.6537  0.302
84 H 5.6213 -3.9282 3.8413  0.309

Total energy for the records above, in order: -43675.5799; -15707.7906; -177614.5669; -7391.0805; -80234.4672 eV